Entry 1:
{"formula": "H4NO2PS", "method": "ωB97M-V/def2-TZVPD", "multiplicity": 1, "de_lowest_kcal_mol": 111.67, "gap_ev": [6.8, 6.8], "energy_ha": -947.09029, "charge": 0, "lumo_ha": [-0.026, -0.026], "species": ["N", "O", "O", "P", "S", "H", "H", "H", "H"], "coordinates": [[-1.83336, -0.14680, -0.05104], [2.53701, 0.84312, -0.83545], [3.01089, -1.45538, 0.07406], [-0.10431, -0.23287, 0.85450], [2.52368, -0.06721, 0.29035], [-1.59471, 0.50938, -0.80629], [-2.21750, -0.98819, -0.48349], [-2.47137, 0.36780, 0.55610], [0.14966, 1.17016, 0.40126]], "forces_ev_per_a": [[0.57, 1.25, -0.80], [0.41, -0.40, 0.46], [-0.66, 2.78, 0.38], [0.25, 1.08, 0.15], [0.42, -2.54, -1.19], [-0.34, -0.47, 0.12], [0.02, 0.18, 0.51], [-0.21, -0.66, -0.14], [-0.45, -1.24, 0.51]], "nbo_charge": [-0.94, -0.88, -0.87, -0.14, 1.60, 0.43, 0.42, 0.42, -0.05]}


Entry 2:
{"formula": "C3H5OP", "method": "ωB97M-V/def2-TZVPD", "multiplicity": 1, "de_lowest_kcal_mol": 68.18, "gap_ev": 9.0, "energy_ha": -533.74977, "charge": 0, "lumo_ha": 0.013, "species": ["C", "C", "C", "O", "P", "H", "H", "H", "H", "H"], "coordinates": [[0.98318, -0.98250, -0.78642], [0.27967, -0.59845, 1.35029], [-0.92178, 0.14237, 1.20255], [0.94078, -1.02806, 2.21674], [0.45477, 0.17912, -1.89119], [1.65721, -1.75103, -0.90950], [-1.29462, 0.20373, 2.17682], [-1.55919, -0.24439, 0.48026], [-0.75074, 1.08593, 0.67071], [1.01158, -0.24521, -3.09651]], "forces_ev_per_a": [[-2.58, 3.41, 1.79], [3.23, -1.91, -3.05], [0.44, 1.57, -0.36], [-0.74, 0.45, -0.53], [-0.10, -0.73, 1.70], [1.35, -1.76, -0.22], [-1.27, 0.68, 1.34], [-1.32, -1.60, -0.92], [0.52, 0.27, 0.74], [0.46, -0.37, -0.49]], "nbo_charge": [-0.73, 0.77, -0.79, -0.47, 0.30, 0.17, 0.24, 0.28, 0.29, -0.06]}


Entry 3:
{"formula": "C41H37Cl5P2Sn", "method": "ωB97M-V/def2-TZVPD", "multiplicity": 1, "de_lowest_kcal_mol": 134.48, "gap_ev": [4.5, 4.6], "energy_ha": -4782.00120, "charge": 0, "lumo_ha": [-0.020, -0.019], "species": ["Sn", "C", "C", "C", "C", "C", "C", "C", "C", "C", "H", "H", "H", "H", "H", "H", "H", "H", "H", "H", "H", "H", "H", "H", "H", "P", "P", "C", "C", "C", "C", "C", "C", "C", "C", "C", "C", "C", "C", "C", "C", "C", "C", "C", "C", "C", "C", "C", "C", "C", "C", "C", "C", "H", "H", "H", "H", "H", "H", "H", "H", "H", "H", "H", "H", "H", "H", "H", "H", "H", "H", "H", "H", "H", "H", "Cl", "C", "C", "C", "Cl", "C", "Cl", "C", "Cl", "C", "Cl"], "coordinates": [[0.45723, 0.21302, -1.37472], [-0.29638, 3.06722, -1.72146], [-0.75717, 2.88748, -0.33476], [-2.28317, 2.70738, -0.22486], [-2.86719, 1.70859, -1.22771], [-1.94714, 0.59282, -1.63577], [-1.19734, 0.49172, -2.84031], [-1.00408, 1.68022, -3.75173], [-1.06473, 3.03055, -2.99161], [0.17231, -3.10425, 0.13066], [0.52674, 3.80692, -1.77837], [-0.51061, 3.83413, 0.21282], [-2.74338, 3.67998, -0.44571], [-2.58750, 2.43119, 0.79178], [-3.72877, 1.22313, -0.75128], [-3.30839, 2.23591, -2.08733], [-2.26828, -0.35167, -1.18953], [-1.09421, -0.49531, -3.32182], [-1.80492, 1.63400, -4.50721], [-0.04771, 1.61908, -4.30155], [-0.55550, 3.77562, -3.62423], [-2.09361, 3.41093, -2.90090], [0.70363, -2.43784, -0.57483], [0.12299, -4.12944, -0.28981], [0.65730, -3.06376, 1.11633], [0.36877, 1.87835, 0.82355], [-1.44785, -2.42382, 0.27350], [-0.71220, 0.36269, 1.38049], [-1.41914, -0.77991, 1.04419], [1.03037, 2.37939, 2.48006], [0.22345, 2.98282, 3.45977], [0.81804, 3.47231, 4.62710], [2.18399, 3.28550, 4.86446], [2.95354, 2.53737, 3.96582], [2.37189, 2.07561, 2.78869], [1.89924, 2.38528, -0.24795], [2.01937, 1.95253, -1.62151], [3.14512, 2.26174, -2.41023], [3.88031, 3.38501, -2.05919], [3.66724, 3.97678, -0.81290], [2.72933, 3.45797, 0.10170], [-2.28133, -3.49397, 1.42280], [-1.84275, -3.45015, 2.75928], [-2.31639, -4.41392, 3.64704], [-3.22042, -5.38160, 3.17444], [-3.64464, -5.42839, 1.83671], [-3.14803, -4.48318, 0.94351], [-2.10083, -2.65359, -1.40281], [-1.27643, -2.84152, -2.54732], [-1.84504, -2.97052, -3.81724], [-3.23559, -2.91895, -3.97767], [-4.06285, -2.70453, -2.87341], [-3.50069, -2.55065, -1.60023], [-1.05522, 0.76423, 2.35874], [-2.38046, -0.80244, 1.59520], [-0.84902, 3.10663, 3.28604], [0.21151, 3.99695, 5.36394], [2.64817, 3.68662, 5.76457], [4.00301, 2.31523, 4.16071], [2.98053, 1.53754, 2.05960], [1.10517, 1.91716, -2.34879], [3.26497, 1.72511, -3.35023], [4.60471, 3.78069, -2.76511], [4.26064, 4.84518, -0.53428], [2.63788, 3.93899, 1.07902], [-1.14394, -2.66511, 3.06825], [-2.00234, -4.37310, 4.69546], [-3.60856, -6.11573, 3.87461], [-4.37404, -6.16375, 1.48268], [-3.43617, -4.48617, -0.10728], [-0.17942, -2.84124, -2.45966], [-1.17467, -3.08302, -4.67558], [-3.65546, -3.02909, -4.97193], [-5.15239, -2.65266, -2.99817], [-4.15946, -2.35464, -0.74358], [1.48325, -1.19711, 2.71256], [2.80042, -1.08561, 1.61052], [2.63490, -0.92268, 0.25832], [3.67624, -1.07864, -0.60368], [3.42325, -1.09441, -2.33762], [4.99883, -1.27771, -0.10353], [6.31338, -1.44410, -1.18117], [5.20692, -1.31994, 1.29167], [6.77987, -1.52145, 1.92403], [4.09872, -1.21791, 2.15379], [4.32218, -1.23408, 3.84219]], "forces_ev_per_a": [[0.67, -1.62, 0.53], [1.18, 0.98, 0.70], [-1.48, 2.98, -0.48], [0.20, 0.24, 0.18], [-0.44, -0.26, 0.01], [-0.47, -0.33, -0.74], [-0.87, -0.67, -0.89], [-0.48, 0.27, -0.15], [-0.18, 0.24, -0.93], [0.79, -0.21, -0.31], [-0.69, -0.39, 0.12], [-0.39, -0.30, -0.23], [0.22, -0.02, 0.20], [0.15, 0.02, 0.00], [0.08, 0.07, 0.03], [0.29, -0.25, 0.29], [0.39, 0.48, -0.34], [-0.56, 0.79, 0.06], [0.12, 0.16, -0.10], [-0.31, -0.06, 0.21], [-0.28, -0.21, 0.00], [0.20, -0.22, -0.16], [0.25, -0.35, 0.51], [-0.02, 0.53, 0.39], [-0.02, -0.13, -0.47], [1.06, -3.80, -2.41], [1.41, 1.14, -0.64], [-0.14, 0.88, 1.36], [-0.65, 0.24, 0.54], [-0.25, -0.43, 0.40], [0.44, 0.21, -0.31], [0.08, -0.15, 0.05], [-0.10, -0.28, -0.19], [-0.36, 0.07, -0.02], [-0.12, 0.41, -0.28], [0.32, 0.92, -0.23], [0.70, -0.10, 0.64], [-0.94, 0.58, 0.32], [0.33, -0.38, 0.34], [-0.11, 0.04, -0.01], [0.27, -0.21, -0.07], [-0.23, -0.20, 0.07], [-0.34, -0.16, -0.24], [-0.23, 0.12, -0.41], [-0.03, -0.01, -0.01], [0.18, 0.25, 0.35], [0.02, 0.14, 0.42], [-1.05, 0.18, -1.00], [-0.08, 0.03, 0.68], [-0.14, 0.04, 0.34], [0.44, 0.04, 0.22], [0.08, 0.04, 0.27], [0.30, -0.18, -0.19], [-0.47, -0.33, -0.27], [0.57, -0.02, 0.15], [0.33, 0.12, 0.05], [0.11, -0.11, -0.17], [-0.18, -0.08, -0.17], [-0.29, 0.10, 0.02], [-0.19, 0.12, 0.24], [0.26, -0.04, 1.18], [-0.01, 0.40, 0.07], [0.11, -0.01, 0.28], [-0.18, -0.12, 0.00], [0.13, -0.26, -0.29], [-0.25, -0.33, -0.03], [-0.19, -0.21, -0.45], [0.04, 0.07, -0.09], [0.38, 0.17, 0.30], [0.06, -0.14, 0.37], [-0.63, -0.06, 0.01], [-0.37, -0.01, 0.30], [-0.04, 0.03, 0.13], [0.55, 0.02, 0.06], [0.28, -0.08, -0.37], [-0.76, 0.05, 0.73], [2.61, 0.01, -0.89], [-1.53, -0.36, -0.19], [1.73, -0.15, 1.68], [0.21, -0.10, -0.29], [-1.26, 0.20, 0.08], [0.52, -0.10, -0.22], [-1.07, 0.19, -0.66], [0.38, -0.02, 0.15], [-0.44, 0.00, -0.92], [0.33, -0.08, 0.81]], "mulliken_charge": [0.51, -1.36, 0.62, -1.14, -2.00, 0.38, -0.25, -0.89, -1.20, -0.74, 0.60, 1.14, 0.54, 0.35, 0.55, 0.34, 0.76, -0.19, 0.56, 0.19, 0.45, 0.20, -0.16, 0.54, 0.33, 0.09, 2.10, -0.62, -0.03, 0.83, -0.45, -0.69, -0.71, -1.00, -0.12, 1.11, -0.19, -0.72, -0.69, -0.80, -0.90, 0.68, -0.39, -0.68, -0.46, -0.80, -0.60, 0.03, -0.72, -0.37, -0.63, -0.87, -0.26, 0.36, 0.46, 0.39, 0.40, 0.38, 0.47, 0.70, -0.22, 0.45, 0.43, 0.42, 0.40, 0.22, 0.42, 0.37, 0.41, 0.31, 0.27, 0.44, 0.41, 0.40, 0.59, -0.22, -0.62, 0.11, 0.19, -0.14, 0.30, -0.22, -0.07, -0.22, 0.36, -0.19]}


Entry 4:
{"formula": "CH2INO3S", "method": "ωB97M-V/def2-TZVPD", "multiplicity": 1, "de_lowest_kcal_mol": 45.47, "gap_ev": [7.9, 7.9], "energy_ha": -1015.52088, "charge": 0, "lumo_ha": [-0.042, -0.055], "species": ["C", "N", "O", "O", "O", "S", "I", "H", "H"], "coordinates": [[-0.21992, 0.56086, -1.23795], [1.96077, -0.82995, 1.33399], [1.72225, -1.47803, 2.25502], [-0.58217, 0.94632, 1.37900], [-0.92443, -1.33982, 0.49558], [-0.17093, -0.11395, 0.49605], [-2.25664, 1.02198, -1.49927], [0.08553, -0.22079, -1.92191], [0.38554, 1.45337, -1.30050]], "forces_ev_per_a": [[-0.15, -0.46, 0.95], [-0.66, -1.11, 1.63], [0.33, 1.30, -1.89], [0.21, 0.36, 0.20], [0.02, -0.49, -0.11], [0.42, 0.10, -0.33], [-0.29, 0.23, -0.47], [0.02, -0.05, -0.03], [0.09, 0.10, 0.05]], "nbo_charge": [-0.79, 0.23, -0.13, -0.91, -0.91, 1.85, 0.18, 0.25, 0.25]}


Entry 5:
{"formula": "CuH8O4", "method": "ωB97M-V/def2-TZVPD", "multiplicity": 1, "de_lowest_kcal_mol": 23.57, "gap_ev": 8.2, "energy_ha": -1945.95616, "charge": 1, "lumo_ha": -0.143, "species": ["Cu", "O", "H", "H", "O", "H", "H", "O", "H", "H", "O", "H", "H"], "coordinates": [[23.68307, 20.95468, -6.50996], [23.52496, 19.51455, -7.70808], [23.34892, 19.71663, -8.63806], [23.12956, 18.68897, -7.52263], [25.17859, 20.73573, -5.39680], [25.87260, 20.10211, -5.50388], [24.75999, 20.46197, -4.59295], [22.23093, 21.00361, -5.53397], [22.32824, 21.42435, -4.62239], [22.04480, 20.06658, -5.36441], [23.11315, 22.56590, -7.71145], [22.75725, 23.28111, -7.19122], [22.51757, 22.52426, -8.44365]], "forces_ev_per_a": [[2.84, 1.52, -2.59], [0.45, -0.27, -2.21], [0.08, -0.27, 0.11], [-0.65, -1.54, 0.13], [1.30, 0.43, 0.92], [0.99, -0.56, -0.43], [-0.11, -0.11, 1.08], [-3.75, 0.55, 4.78], [-0.59, -0.76, -1.54], [-0.51, 0.29, 0.26], [0.52, 0.38, 0.07], [-0.02, 0.53, 0.40], [-0.55, -0.20, -0.97]], "nbo_charge": [0.89, -0.99, 0.51, 0.50, -0.96, 0.51, 0.49, -0.99, 0.51, 0.50, -0.97, 0.50, 0.50]}


Entry 6:
{"formula": "CH3NOP2S", "method": "ωB97M-V/def2-TZVPD", "multiplicity": 1, "de_lowest_kcal_mol": 66.54, "gap_ev": [6.9, 6.9], "energy_ha": -1250.71354, "charge": 0, "lumo_ha": [-0.048, -0.048], "species": ["C", "N", "O", "P", "P", "S", "H", "H", "H"], "coordinates": [[-0.92360, 0.94834, 0.59065], [-1.21903, -0.36354, 0.28612], [0.68089, -1.53076, -1.07687], [-0.97304, -1.63199, -0.49919], [1.96686, -0.67257, -1.11628], [0.69184, 1.77394, 0.14246], [-1.49480, 1.46102, -0.07200], [-1.20783, 1.05728, 1.70379], [2.47872, -1.04171, 0.04132]], "forces_ev_per_a": [[1.73, 0.08, 3.22], [-0.22, -2.48, -1.11], [-1.81, -1.55, -0.43], [1.06, 1.04, 0.61], [-0.87, 3.43, -1.49], [0.99, -2.43, -0.45], [-2.48, 1.99, -1.19], [0.51, 0.51, -1.77], [1.08, -0.59, 2.59]], "nbo_charge": [-0.35, -0.90, -1.14, 1.35, 1.06, -0.32, 0.22, 0.22, -0.13]}


> Look up the charge of the fifth one.

+1


> Among the records above, which one has the highest charge?

CuH8O4


> Among the records above, which one has the highest charge?

CuH8O4